DFT (ωB97M-V/def2-TZVPD) results for a single C6H9N3O molecule at a distorted geometry.

- Kohn-Sham gap: 8.09 eV
- Net charge: 0
- Highest occupied orbital energy: -8.094 eV
- E: -12877.784 eV
- Energy above the lowest of the compared OMol25 structures with the same formula, charge and spin: 8.161 eV
- LUMO level: -0.01 eV

The geometry in XYZ format:
```
19
Properties=species:S:1:pos:R:3:forces:R:3:nbo_charge:R:1
C 0.5909 0.5753 -1.1428 -2.2 -0.7 -0.9 0.100
C -2.0199 0.1200 0.5783 -0.3 0.6 -0.4 0.367
C -0.1904 1.8050 0.6175 0.0 2.8 0.4 0.695
C 0.7489 -0.8511 -1.4805 0.0 -1.6 -1.2 -0.523
C -1.1291 -1.0855 0.3646 -1.3 0.3 -0.5 -0.618
C -0.6923 -1.4762 -1.0566 0.4 -0.4 -0.9 -0.355
N 0.1442 2.9724 0.9990 -0.1 -2.2 -0.1 -0.618
N 0.7274 0.9189 0.0887 0.9 0.4 -0.5 -0.324
N 1.5983 0.5047 1.1069 0.6 0.5 2.2 -0.696
O -1.5049 1.3522 0.7183 -0.1 -0.8 0.2 -0.513
H 0.8618 -1.0052 -2.6357 0.1 0.1 2.4 0.246
H 1.4110 -1.5192 -0.8363 0.0 0.8 -1.1 0.178
H -0.3035 -1.0024 1.0516 0.5 -0.5 0.3 0.236
H -1.8268 -1.9110 0.6029 0.5 0.4 0.5 0.242
H -1.5230 -1.4856 -1.8298 1.0 1.0 0.9 0.234
H -0.5290 -2.5630 -0.9869 0.4 0.3 0.0 0.214
H -0.6202 3.3512 1.5306 -0.6 0.7 0.0 0.360
H 2.3049 -0.0991 0.7140 0.3 0.3 0.1 0.378
H 1.9518 1.3988 1.5960 -0.4 -2.0 -1.3 0.399
```
Positions in Å, forces in eV/Å.

DFT (ωB97M-V/def2-TZVPD) results for 2 unconnected molecules or ions with the total composition C6H9N3O at a distorted geometry.

- Kohn-Sham gap (spin up / spin down): 8.55 / 8.55 eV
- Net charge: 0
- Highest occupied orbital energy (spin up / spin down): -8.569 / -8.569 eV
- E: -12879.065 eV
- Energy above the lowest of the compared OMol25 structures with the same formula, charge and spin: 6.880 eV
- LUMO level (spin up / spin down): -0.02 / -0.02 eV

The geometry in XYZ format:
```
19
Properties=species:S:1:pos:R:3:forces:R:3:nbo_charge:R:1
C 0.4952 -0.0569 2.9227 -1.8 -0.7 -2.7 -0.091
C 1.0171 -0.1547 1.6544 -0.1 0.7 1.4 -0.072
C -1.1895 -0.0478 1.5855 -1.3 0.8 -1.7 0.182
C 0.1212 0.0760 -0.5678 2.9 4.7 -1.2 0.382
C 1.5251 1.8573 -1.0873 0.1 -5.3 1.5 -0.490
C -1.3636 -1.5511 -1.5498 0.1 -0.8 -3.6 -0.467
N -0.8993 -0.0294 2.8361 0.3 0.1 0.6 -0.436
N -0.0545 -0.0922 0.7940 -0.3 -1.1 -0.5 -0.436
N -0.3638 -0.3738 -1.6688 -1.9 -2.4 0.7 0.043
O -0.2097 0.0431 -2.8556 0.6 0.3 0.3 -0.535
H 0.8962 -0.1307 3.8636 1.3 0.0 1.8 0.212
H 2.0262 -0.0861 1.3104 0.2 -0.2 -0.2 0.226
H -2.1864 0.1446 1.0829 1.3 -0.5 1.0 0.204
H 1.0891 2.7814 -1.1705 -1.5 1.8 -0.3 0.188
H 2.2943 1.7848 -0.2957 -0.6 0.0 -0.5 0.184
H 1.7295 1.2503 -1.9532 0.3 0.6 -0.4 0.223
H -1.8224 -1.4369 -0.6057 -0.4 -0.8 1.0 0.202
H -0.9711 -2.6181 -1.9189 -0.2 2.5 1.5 0.240
H -2.1334 -1.3596 -2.3762 1.0 0.2 1.3 0.240
```
Positions in Å, forces in eV/Å.

- What is the E in the second record?
  -12879.065 eV

- The highest E belongs to which entry?
  number 1